C3H7NO2 | ωB97M-V/def2-TZVPD

Structure (XYZ):
```
13
Properties=species:S:1:pos:R:3:lowdin_charge:R:1
O 0.75 0.51 -2.26 -0.050
C -0.40 0.05 -1.94 -0.196
N -0.64 -0.97 -0.78 0.020
C 0.49 -0.80 0.21 -0.206
C 0.33 0.59 0.98 -0.311
O -0.87 0.56 1.73 -0.140
H -1.24 0.31 -2.63 0.120
H -1.55 -1.07 -0.45 0.069
H 0.56 -1.64 0.99 0.121
H 1.54 -0.77 -0.34 0.137
H 1.24 0.77 1.70 0.127
H 0.50 1.43 0.12 0.138
H -0.70 1.03 2.69 0.171
```

The largest force on an atom comes out at 6.64 eV/Å. For the energy relative to the best compared isomer or geometry (same formula, charge and spin), the calculation gives 290.0 kJ/mol. The calculation puts the LUMO energy at 0.0239 Eh. The highest occupied orbital energy is -9.52 eV. The SMILES is O=CNCCO. As for the total energy: -323.6705 hartree.